Entry 1:
Computed, not measured: C38H59I2IrN6O3 as an isolated structure at a distorted geometry, with the ωB97M-V functional and the def2-TZVPD basis.

Computed properties:
F_max = 1.40 eV/Å
Energy relative to the best compared isomer or geometry (same formula, charge and spin) = 25.0 kcal/mol
Spin multiplicity = 2
E = -74483.3793 eV
⟨S²⟩ = 0.7787
Total charge = +1

Geometry (Å):
Ir 1.1244 0.7029 -0.0355
C 4.1587 0.1568 -0.2010
N 3.0775 0.2559 0.7997
C 3.5040 1.2488 1.8097
C 2.8640 -1.0636 1.4142
C 1.6464 -1.0219 2.3041
N 0.4666 -0.4830 1.5598
C -0.3476 -1.5790 0.9638
C 0.3849 -2.5644 0.1176
C 0.3842 -3.8971 0.4195
C 0.9063 -4.8386 -0.4835
C 1.3662 -4.3731 -1.7361
C 1.3940 -3.0510 -2.1061
C 0.9725 -2.1013 -1.0975
O 1.1429 -0.8438 -1.2830
C 1.8280 -2.6237 -3.5055
C 3.1009 -1.7760 -3.4352
C 2.1116 -3.8326 -4.3982
C 0.7002 -1.8037 -4.1608
C 0.9541 -6.3211 -0.1765
C 0.1474 -7.0864 -1.2402
C 0.3786 -6.6499 1.2015
C 2.4210 -6.7846 -0.2205
C -0.4446 0.2318 2.4970
C -1.4289 1.2400 1.9524
C -2.1765 1.8856 2.9421
C -3.1536 2.7964 2.6220
C -3.3891 3.0070 1.2611
C -2.6736 2.3925 0.2422
C -1.6202 1.5168 0.6067
O -0.8474 0.9040 -0.3410
C -3.0508 2.6429 -1.2209
C -1.8897 3.2907 -1.9671
C -4.2548 3.5755 -1.3582
C -3.4117 1.3036 -1.8825
C -3.9569 3.5682 3.6698
C -3.6647 5.0720 3.5312
C -5.4580 3.3295 3.4443
C -3.6097 3.1391 5.0932
H 5.0875 -0.1721 0.2773
H 4.3105 1.1301 -0.6505
H 3.8769 -0.5512 -0.9735
H 4.3951 0.8775 2.3239
H 2.7177 1.4454 2.5283
H 3.7450 2.1808 1.3048
H 3.7442 -1.3728 1.9890
H 2.7367 -1.7860 0.6130
H 1.8272 -0.3861 3.1659
H 1.4418 -2.0250 2.6870
H -1.1010 -1.0783 0.3531
H -0.8610 -2.1113 1.7682
H -0.0592 -4.2220 1.3510
H 1.7072 -5.1084 -2.4482
H 3.9123 -2.3206 -2.9426
H 2.9182 -0.8435 -2.9114
H 3.4288 -1.5295 -4.4464
H 2.9529 -4.4269 -4.0340
H 2.3722 -3.4750 -5.3942
H 1.2388 -4.4816 -4.4988
H 0.4852 -0.8908 -3.6084
H -0.2174 -2.3922 -4.2297
H 1.0005 -1.5247 -5.1716
H -0.8903 -6.7478 -1.2652
H 0.1528 -8.1507 -1.0028
H 0.5684 -6.9660 -2.2390
H -0.6728 -6.3653 1.2820
H 0.9376 -6.1622 2.0035
H 0.4394 -7.7252 1.3668
H 2.8690 -6.6223 -1.2018
H 2.4732 -7.8514 -0.0001
H 3.0229 -6.2536 0.5203
H 0.1620 0.7327 3.2515
H -1.0147 -0.5435 3.0181
H -1.9813 1.6390 3.9813
H -4.1849 3.6842 0.9873
H -1.6171 4.2467 -1.5082
H -2.1768 3.4898 -2.9997
H -1.0271 2.6334 -1.9617
H -4.0568 4.5640 -0.9376
H -5.1499 3.1654 -0.8856
H -4.4737 3.7109 -2.4187
H -2.5773 0.6046 -1.8366
H -3.6641 1.4670 -2.9332
H -4.2758 0.8528 -1.3896
H -3.7149 5.3990 2.4915
H -2.6712 5.3146 3.9194
H -4.3953 5.6506 4.1013
H -5.7961 3.7379 2.4912
H -6.0333 3.8151 4.2357
H -5.6895 2.2626 3.4590
H -2.5519 3.2943 5.3191
H -3.8547 2.0891 5.2695
H -4.1864 3.7365 5.8016
I 4.8647 1.6129 -3.3660
I 7.2589 0.5055 -3.6148
N -0.0812 4.1687 -5.0986
C 0.4756 3.3424 -4.5182
N 1.1393 2.3540 -3.9317
C 1.3448 2.1021 -2.7340
N 1.7355 1.7801 -1.6550
C 0.5174 4.4541 2.0124
C 0.9766 3.5542 0.9149
N 1.3257 4.0772 -0.2377
O 1.0492 2.3145 1.1581
H 0.1144 5.3868 1.6235
H 1.3638 4.6774 2.6661
H -0.2425 3.9364 2.5937
H 1.2551 5.0681 -0.3939
H 1.6163 3.4625 -0.9930

Löwdin atomic charge list, values in e, 2 entries:
1 Ir 1.45
2 C -0.11

=====

Entry 2:
Computed, not measured: a 4-piece molecular cluster, C34H65ClFN8O6P2S overall at a distorted geometry, with the ωB97M-V functional and the def2-TZVPD basis.

Computed properties:
F_max = 3.16 eV/Å
Energy relative to the best compared isomer or geometry (same formula, charge and spin) = 0.0 kcal/mol
Spin multiplicity = 1
E = -105156.3912 eV
Total charge = +1

Geometry (Å):
C 2.0813 4.5349 1.4330
C 2.1584 4.1329 0.0794
C 2.9663 2.9451 -0.5034
C 1.9928 1.8427 -0.7830
P 0.4990 2.9794 -0.7432
C -0.0452 3.7787 -2.2912
C 0.5793 5.1531 -2.6193
C -0.9940 2.4196 0.1495
C -1.4883 3.6086 1.0173
C 1.9346 0.7975 0.3680
Cl 1.5355 1.5083 1.9453
N 3.2545 0.2588 0.5494
C 3.9402 -0.4026 -0.5246
C 5.4412 -0.3650 -0.0746
C 5.7539 -1.2021 1.1946
C 6.8406 -0.5463 2.0436
O 6.6240 0.3867 2.7877
O 8.0845 -1.0829 1.9673
P 3.4963 -2.2650 -0.4355
S 2.4524 -2.7259 1.1484
C 3.7247 0.2773 -1.9155
N 3.9074 -0.6603 -2.9962
C 4.9343 1.2272 -2.2632
N 4.7975 1.9213 -3.5493
N 2.3362 0.9869 -1.9842
F 2.2781 1.8544 -3.0761
C 1.3129 -0.0498 -2.3552
C -0.1648 0.2016 -2.0933
C -0.9578 -0.9501 -2.7961
N -1.8335 -1.6501 -1.8889
C -3.2352 -1.7470 -2.3110
C -4.1591 -0.8612 -1.5082
C -4.2632 0.4805 -1.7510
C -5.1128 1.2619 -1.0372
C -5.9014 0.7128 -0.0626
C -5.7925 -0.6180 0.1920
C -4.9320 -1.4114 -0.5212
O -4.8625 -2.7645 -0.2435
H 2.8296 5.1668 1.8884
H 1.2182 4.2262 1.9978
H 1.7299 4.8275 -0.6556
H 3.8266 2.6732 0.1043
H 3.3758 3.3052 -1.4586
H -1.1215 3.9461 -2.2034
H 0.0526 3.1642 -3.1884
H 1.5971 5.0951 -2.9901
H 0.5151 5.7689 -1.7226
H -0.0762 5.6436 -3.3360
H -1.7821 2.2316 -0.5862
H -0.8938 1.5024 0.7209
H -0.6639 4.2656 1.2973
H -2.0468 3.2638 1.8807
H -2.1484 4.2196 0.4013
H 1.1855 0.0145 0.2231
H 3.4332 -0.1008 1.4741
H 5.7343 0.6557 0.1484
H 6.0564 -0.7882 -0.8670
H 4.9082 -1.4242 1.8443
H 6.1533 -2.1701 0.8862
H 8.1705 -1.6405 1.1855
H 4.6524 -3.0707 -0.4511
H 2.7649 -2.7246 -1.5584
H 3.5106 -1.5775 -2.8548
H 3.6468 -0.2631 -3.8898
H 5.8002 0.6017 -2.4169
H 5.2186 1.9231 -1.4740
H 5.6719 1.9221 -4.0538
H 4.5447 2.8872 -3.3842
H 1.5302 -1.0335 -1.9478
H 1.3808 -0.1820 -3.4312
H -0.3900 0.1166 -1.0335
H -0.5563 1.1216 -2.5170
H -0.2136 -1.6652 -3.1899
H -1.4595 -0.5515 -3.6791
H -1.7682 -1.3246 -0.9373
H -3.5519 -2.7825 -2.1967
H -3.3574 -1.5223 -3.3717
H -3.6655 0.9234 -2.5415
H -5.2124 2.3226 -1.2231
H -6.6105 1.2879 0.5092
H -6.4250 -1.0646 0.9501
H -4.5507 -2.8411 0.6641
C 4.9494 -0.6739 8.1851
C 4.1155 -0.7254 6.9277
O 2.9575 -1.1105 6.9317
N 4.7022 -0.3233 5.7682
C 6.0565 0.1631 5.5555
H 4.3484 -1.0226 9.0190
H 5.8231 -1.3197 8.0896
H 5.2694 0.3487 8.3883
H 4.0888 -0.3826 4.9716
H 6.0123 1.1677 5.1390
H 6.5574 -0.4881 4.8503
H 6.6229 0.1852 6.4808
C -3.3773 -5.8729 0.7667
C -2.0982 -5.0750 0.8564
O -1.8844 -4.1128 0.1319
N -1.1786 -5.4612 1.7771
C -1.2568 -6.5677 2.7154
H -4.0052 -5.4440 -0.0094
H -3.1620 -6.9101 0.5083
H -3.9174 -5.8363 1.7140
H -0.3498 -4.8868 1.7839
H -1.1784 -6.1846 3.7337
H -0.4279 -7.2538 2.5355
H -2.1909 -7.1084 2.6125
C -9.9454 -0.3866 -0.9265
C -9.3429 0.8862 -1.4703
O -8.6723 1.6337 -0.7748
N -9.5710 1.1802 -2.7763
C -10.3358 0.4180 -3.7472
H -9.6777 -0.4825 0.1212
H -11.0326 -0.3585 -1.0072
H -9.5588 -1.2519 -1.4665
H -9.1422 2.0414 -3.0755
H -9.6895 0.1436 -4.5825
H -11.1542 1.0320 -4.1259
H -10.7460 -0.4840 -3.3075

Löwdin atomic charge list, values in e, 2 entries:
1 C -0.19
2 C -0.33

=====

Entry 3:
Computed, not measured: C8H21CdN2O4P3 as an isolated structure at a distorted geometry, with the ωB97M-V functional and the def2-TZVPD basis.

Computed properties:
F_max = 2.03 eV/Å
Spin multiplicity = 1
E = -52219.4616 eV
Total charge = +2

Geometry (Å):
C -1.6848 2.6199 2.5692
C -2.5032 2.2019 1.3628
O -1.7064 1.3415 0.4769
P -2.0498 -0.1824 0.2309
O -3.3956 -0.6304 0.5679
C -1.6162 -0.3138 -1.5271
C -0.3644 -1.0827 -1.9676
P 1.1144 -0.3278 -1.2451
C 1.9667 0.5861 -2.5958
C 1.2146 1.8675 -2.9596
N 0.9099 2.7818 -2.1635
P 2.6227 -1.9153 -0.8377
N 3.7038 -1.3087 0.2435
O 1.8620 -3.0374 -0.0160
O -0.8423 -0.9630 0.9351
C -1.1584 -1.5812 2.2453
C 0.0830 -1.7329 3.0699
H -2.2702 2.5365 3.4838
H -0.8164 1.9699 2.6859
H -1.3280 3.6458 2.4975
H -2.8014 3.0460 0.7463
H -3.4066 1.6522 1.6232
H -2.4799 -0.7905 -1.9971
H -1.5658 0.7098 -1.9019
H -0.3851 -2.1388 -1.6932
H -0.2985 -1.0285 -3.0581
H 3.0016 0.7503 -2.2863
H 1.9528 -0.1679 -3.4315
H 0.9043 2.0083 -4.0028
H 1.2027 2.6793 -1.1927
H 4.6278 -1.1223 -0.1314
H 3.4400 -0.5911 0.9100
H 1.5647 -3.8255 -0.5039
H -1.6624 -2.5222 2.0354
H -1.8791 -0.9302 2.7404
H 0.5936 -0.7760 3.1922
H 0.7919 -2.4457 2.6499
H -0.2021 -2.0925 4.0585
Cd 2.8603 1.1101 -4.8134

natural (NBO) atomic charge list, values in e, 2 entries:
1 C -0.65
2 C -0.07

=====

Entry 4:
Computed, not measured: a 3-piece molecular cluster, C18H26N2O2 overall at a distorted geometry, with the ωB97M-V functional and the def2-TZVPD basis.

Computed properties:
F_max = 10.04 eV/Å
Energy relative to the best compared isomer or geometry (same formula, charge and spin) = 356.7 kcal/mol
Spin multiplicity = 1
E = -26149.7264 eV

Geometry (Å):
C 1.0647 1.5143 -1.5136
C 0.2609 1.5781 -2.9546
C 0.7802 2.3415 -4.3110
C -0.0937 2.3975 -5.7320
C -1.5817 1.6498 -5.8106
C -2.1138 0.8926 -4.4323
C -3.5942 0.1775 -4.4446
C -4.7487 1.0447 -3.6101
O -4.1827 2.0632 -2.7120
C -4.1490 3.3990 -3.3268
O -2.9681 3.9462 -3.7274
C -1.2145 0.8437 -3.0289
H 1.9827 0.7857 -1.5044
H 1.3500 2.6149 -1.2145
H 0.2643 1.1538 -0.7104
H 1.8275 2.8782 -4.2907
H 0.3023 2.9350 -6.6967
H -2.2467 1.6781 -6.7970
H -3.9555 0.1604 -5.5671
H -3.5097 -0.9083 -4.0153
H -5.2731 0.2380 -2.9033
H -5.6089 1.4382 -4.3172
H -5.0922 4.1127 -3.4671
H -1.6852 0.2801 -2.0977
C 2.3224 1.9333 2.9856
C 2.8035 0.6371 3.6298
C 3.7207 -0.1771 2.7153
C 2.9746 -0.5584 1.4472
N 2.3556 -0.8748 0.3951
H 1.7207 1.7414 2.0915
H 1.6944 2.4948 3.6846
H 3.1694 2.5685 2.7019
H 1.9303 0.0359 3.9116
H 3.3407 0.8775 4.5538
H 4.0489 -1.0880 3.2270
H 4.6115 0.4024 2.4492
C 0.2721 -3.7688 3.3270
C 0.8405 -4.7163 4.3788
C 0.8215 -4.1210 5.7880
C 1.6647 -2.8568 5.8230
N 2.3641 -1.8080 5.8520
H 0.8641 -2.8516 3.2470
H 0.2793 -4.2463 2.3420
H -0.7615 -3.4930 3.5650
H 1.8682 -4.9798 4.1001
H 0.2575 -5.6437 4.3738
H 1.2255 -4.8425 6.5060
H -0.2034 -3.8793 6.0898

natural (NBO) atomic charge list, values in e, 2 entries:
1 C -0.66
2 C 0.00

=====

Entry 5:
Computed, not measured: a 2-piece molecular cluster, C6H13NO overall at a distorted geometry, with the ωB97M-V functional and the def2-TZVPD basis.

Computed properties:
F_max = 2.53 eV/Å
Energy relative to the best compared isomer or geometry (same formula, charge and spin) = 95.0 kcal/mol
Spin multiplicity = 1
E = -9967.0527 eV

Geometry (Å):
C 1.2083 0.0644 0.4041
C -1.3181 -0.9243 -0.7466
C 1.1984 1.3490 -0.2807
C 2.4451 -0.7777 0.4056
N 0.0678 -0.6807 -1.1260
C -2.0244 0.3502 -0.3739
C -2.6448 0.5789 0.7802
O 0.4726 -0.1128 1.5195
H -0.3080 0.4641 1.4935
H 0.4187 -1.4911 -1.6323
H -1.3929 -1.6298 0.0996
H -1.8804 -1.3732 -1.5797
H -1.9940 1.1264 -1.1331
H 2.1853 1.7678 -0.4520
H 0.6571 0.8078 -1.2596
H 2.2095 -1.7932 0.7173
H 0.4889 2.0760 0.1062
H 2.8966 -0.7846 -0.5837
H 3.1674 -0.3506 1.1084
H -3.1573 1.5113 0.9779
H -2.6956 -0.1778 1.5553

natural (NBO) atomic charge list, values in e, 2 entries:
1 C 0.59
2 C -0.29

=====

Entry 6:
Computed, not measured: an isolated ion of composition C12H9Cl4O4 and charge -1 at a distorted geometry, with the ωB97M-V functional and the def2-TZVPD basis.

Computed properties:
F_max = 3.50 eV/Å
Energy relative to the best compared isomer or geometry (same formula, charge and spin) = 25.1 kcal/mol
Spin multiplicity = 1
E = -70868.4439 eV
Total charge = -1

Geometry (Å):
C -2.7195 -1.3416 0.9605
C -2.1636 -0.5886 -0.2283
O -2.9565 -0.0462 -0.9803
C -0.5467 -0.5331 -0.3451
C -0.3388 0.1365 -1.6976
C -0.1643 -2.1196 -0.5353
C 0.8393 -2.5401 -1.5748
O -0.6208 -3.0117 0.1855
C 0.2080 0.3384 0.8225
O 0.0139 -0.4307 1.8803
C 1.7974 0.4868 0.5346
O 2.3412 -0.5061 0.0147
C 2.6061 1.6671 0.8855
Cl 4.2907 1.5397 0.6460
C 2.0085 2.9053 1.0874
Cl 2.9528 4.3168 1.3287
C 0.5587 2.9507 1.1168
Cl -0.1774 4.5016 1.1131
C -0.2269 1.8229 1.0862
Cl -1.8602 1.9029 1.4653
H -2.1784 -2.2709 1.1182
H -2.5806 -0.7073 1.8416
H -3.7952 -1.5316 0.8203
H 0.7565 0.1225 -1.8788
H -0.8307 -0.2673 -2.6180
H -0.6452 1.1779 -1.5885
H 0.6731 -2.1559 -2.5916
H 1.8203 -2.1826 -1.2326
H 0.9384 -3.6357 -1.6362

natural (NBO) atomic charge list, values in e, 2 entries:
1 C -0.75
2 C 0.65

=====

Q: Which value of F_max does entry 3 give?
A: 2.03 eV/Å